<one>
Formula: C3H5BrFN
Source: the Open Molecules 2025 dataset
Level of theory: ωB97M-V/def2-TZVPD

As for the gap between HOMO and LUMO (spin up / spin down): 7.31 / 7.49 eV. As for the LUMO energy (spin up / spin down): -1.19 / -1.25 eV. For the molecular weight, the calculation gives 153.98 g mol⁻¹.

Cartesian coordinates (Å):
C: 1.53 -1.34 0.40
C: 1.20 -0.21 -0.09
C: -0.94 0.16 0.03
N: -1.00 1.36 -0.45
F: -1.32 -0.91 -0.79
Br: -2.73 2.43 0.22
H: 2.63 -1.39 0.69
H: 1.15 -2.29 0.16
H: 1.55 0.76 0.17
H: -0.92 -0.09 1.14
H: -1.14 1.51 -1.49

natural (NBO) atomic charge list, values in e, 5 entries:
1. C -0.46
2. C -0.11
3. C 0.37
4. N -0.63
5. F -0.37


<two>
Formula: C3H5BrFN
Source: the Open Molecules 2025 dataset
Level of theory: ωB97M-V/def2-TZVPD

As for the gap between HOMO and LUMO: 9.91 eV. As for the LUMO energy: 0.00 eV. For the molecular weight, the calculation gives 153.98 g mol⁻¹.

Cartesian coordinates (Å):
C: 1.07 0.23 -0.33
C: -0.18 0.54 -0.32
C: -1.19 -0.55 0.20
N: -2.31 -0.48 -0.73
F: -1.63 -1.12 -2.03
Br: -3.79 -1.40 -0.25
H: 1.72 0.93 -0.70
H: 1.49 -0.76 -0.09
H: -0.68 1.44 -0.79
H: -1.53 -0.33 1.18
H: -0.88 -1.54 0.14

natural (NBO) atomic charge list, values in e, 5 entries:
1. C -0.38
2. C -0.17
3. C -0.31
4. N -0.13
5. F -0.33


Most stable structure: <two>


<one>
Formula: C6H7N3OS
Source: the Open Molecules 2025 dataset
Level of theory: ωB97M-V/def2-TZVPD

As for the gap between HOMO and LUMO: 6.64 eV. As for the LUMO energy: -0.82 eV. For the molecular weight, the calculation gives 169.21 g mol⁻¹.

Cartesian coordinates (Å):
C: -1.93 0.66 0.12
C: -0.64 -0.03 0.34
C: -2.39 1.19 -1.05
C: 0.23 -0.36 -0.58
C: 2.42 -1.15 0.77
C: 0.62 -0.28 -1.97
N: -2.68 0.71 1.26
N: -2.19 0.25 2.31
N: 2.35 -0.27 1.79
O: 2.79 -2.26 0.60
S: -0.68 -0.41 2.16
H: -3.33 1.69 -1.21
H: -1.79 1.00 -1.95
H: 0.11 0.44 -2.55
H: 0.48 -1.24 -2.38
H: 1.66 -0.04 -2.04
H: 2.60 0.75 1.69
H: 2.39 -0.64 2.70

natural (NBO) atomic charge list, values in e, 5 entries:
1. C 0.03
2. C -0.34
3. C -0.34
4. C 0.05
5. C 0.74


<two>
Formula: C6H7N3OS
Source: the Open Molecules 2025 dataset
Level of theory: ωB97M-V/def2-TZVPD

As for the gap between HOMO and LUMO: 9.38 eV. As for the LUMO energy: -0.08 eV. For the molecular weight, the calculation gives 169.21 g mol⁻¹.

Cartesian coordinates (Å):
C: 1.01 1.28 -1.73
C: -0.49 -1.27 0.45
C: 0.19 1.25 0.32
C: -0.19 -2.38 -0.61
C: 0.42 -0.14 -1.57
C: -0.13 1.82 1.68
N: 0.74 1.98 -0.58
N: -0.90 -1.67 1.60
N: -0.15 -0.05 -0.14
O: 1.60 1.66 -2.69
S: 1.22 -1.75 -1.55
H: 0.23 -3.31 -0.15
H: -1.13 -2.51 -1.24
H: -0.42 -0.04 -2.26
H: -0.73 1.12 2.41
H: -0.82 2.83 1.61
H: 0.77 2.12 2.17
H: -1.20 -0.95 2.27

natural (NBO) atomic charge list, values in e, 5 entries:
1. C 0.65
2. C 0.46
3. C 0.52
4. C -0.59
5. C -0.30


Most stable structure: <two>


<one>
Formula: C7H12N4
Source: the Open Molecules 2025 dataset
Level of theory: ωB97M-V/def2-TZVPD

As for the gap between HOMO and LUMO: 9.45 eV. Its total charge is +2. As for the LUMO energy: -7.73 eV. For the molecular weight, the calculation gives 152.20 g mol⁻¹.

Cartesian coordinates (Å):
C: -1.73 -2.18 0.13
C: -1.90 -0.79 0.14
C: -0.39 -2.64 0.06
C: 1.56 0.46 -0.17
C: 0.33 -0.46 0.05
C: 2.69 -0.12 0.14
C: 1.46 1.80 -0.82
N: 0.64 -1.75 0.02
N: 3.67 -0.88 0.32
N: -2.43 1.91 0.23
N: -0.92 0.06 0.26
H: -2.52 -2.96 0.11
H: -2.92 -0.35 0.16
H: -0.23 -3.72 0.27
H: -2.90 1.38 -0.49
H: 1.79 1.71 -1.94
H: 2.25 2.39 -0.31
H: 0.46 2.28 -0.83
H: 3.90 -1.63 -0.30
H: 4.12 -0.85 1.34
H: -2.63 2.86 0.07
H: -2.86 1.75 1.19
H: -1.41 1.71 0.38

natural (NBO) atomic charge list, values in e, 5 entries:
1. C -0.24
2. C 0.09
3. C 0.12
4. C -0.07
5. C 0.41


<two>
Formula: C7H12N4
Source: the Open Molecules 2025 dataset
Level of theory: ωB97M-V/def2-TZVPD

As for the gap between HOMO and LUMO (spin up / spin down): 7.79 / 7.79 eV. Its total charge is +2. As for the LUMO energy (spin up / spin down): -9.87 / -9.87 eV. For the molecular weight, the calculation gives 152.20 g mol⁻¹.

Cartesian coordinates (Å):
C: -2.74 0.93 -0.94
C: 0.07 -2.07 0.08
C: 1.10 0.15 -0.29
C: -2.07 1.69 0.17
C: -1.34 0.64 0.91
C: -1.91 -0.64 0.40
C: 3.59 0.38 -0.13
N: -2.61 -0.32 -0.85
N: -1.23 -1.87 0.27
N: 1.21 -1.28 -0.16
N: 2.22 0.87 -0.44
H: -3.41 1.31 -1.73
H: 0.31 -3.19 0.10
H: -1.42 2.43 -0.15
H: -2.91 2.27 0.83
H: -0.68 1.01 1.70
H: -2.81 -0.69 1.18
H: 3.82 -0.72 -0.38
H: 3.93 0.68 0.86
H: 4.39 0.94 -0.70
H: -1.85 -2.70 0.14
H: 2.10 -1.74 -0.26
H: 2.23 1.90 -0.60

natural (NBO) atomic charge list, values in e, 5 entries:
1. C 0.15
2. C 0.46
3. C 0.31
4. C -0.63
5. C 0.28


Most stable structure: <one>


<one>
Formula: C2H7O2P
Source: the Open Molecules 2025 dataset
Level of theory: ωB97M-V/def2-TZVPD

As for the gap between HOMO and LUMO: 8.89 eV. As for the LUMO energy: 0.78 eV. For the molecular weight, the calculation gives 94.05 g mol⁻¹.

Cartesian coordinates (Å):
C: 0.15 -1.05 -0.58
C: 0.41 1.10 -0.42
O: 0.76 1.31 0.88
O: -0.77 1.61 -0.70
P: -1.03 -1.04 0.78
H: 1.20 -1.45 -0.66
H: -0.45 -0.88 -1.52
H: 1.04 1.38 -1.29
H: 1.53 0.89 1.07
H: -1.47 1.43 0.09
H: 0.02 -0.92 1.69
H: -1.38 -2.38 0.66

natural (NBO) atomic charge list, values in e, 5 entries:
1. C -0.87
2. C 0.46
3. O -0.71
4. O -0.70
5. P 0.28


<two>
Formula: C2H7O2P
Source: the Open Molecules 2025 dataset
Level of theory: ωB97M-V/def2-TZVPD

As for the gap between HOMO and LUMO: 9.53 eV. As for the LUMO energy: 0.31 eV. For the molecular weight, the calculation gives 94.05 g mol⁻¹.

Cartesian coordinates (Å):
C: -2.10 0.39 -0.14
C: 2.38 -0.05 0.04
O: -1.42 -0.78 -0.56
O: 1.53 -0.91 -0.62
P: -0.30 -1.50 0.33
H: -1.44 1.26 -0.17
H: -2.49 0.27 0.88
H: -2.93 0.54 -0.83
H: 3.07 -0.59 0.70
H: 1.86 0.72 0.62
H: 2.97 0.46 -0.74
H: -0.25 -2.59 -0.55

natural (NBO) atomic charge list, values in e, 5 entries:
1. C -0.25
2. C -0.24
3. O -0.79
4. O -0.78
5. P 1.10


<three>
Formula: C2H7O2P
Source: the Open Molecules 2025 dataset
Level of theory: ωB97M-V/def2-TZVPD

As for the gap between HOMO and LUMO: 10.69 eV. As for the LUMO energy: 0.78 eV. For the molecular weight, the calculation gives 94.05 g mol⁻¹.

Cartesian coordinates (Å):
C: -0.70 -0.42 -1.14
C: 0.43 0.50 1.33
O: 1.09 -1.98 0.44
O: -0.65 -0.09 1.99
P: 0.73 -0.51 -0.08
H: -0.77 0.51 -1.75
H: -0.88 -1.19 -1.90
H: -1.81 -0.43 -0.71
H: 1.40 0.40 1.91
H: 0.21 1.45 0.89
H: -0.52 -1.10 1.90
H: 1.78 0.07 -0.84

natural (NBO) atomic charge list, values in e, 5 entries:
1. C -1.07
2. C -0.42
3. O -1.08
4. O -0.71
5. P 1.64


<four>
Formula: C2H7O2P
Source: the Open Molecules 2025 dataset
Level of theory: ωB97M-V/def2-TZVPD

As for the gap between HOMO and LUMO: 9.90 eV. As for the LUMO energy: 0.87 eV. For the molecular weight, the calculation gives 94.05 g mol⁻¹.

Cartesian coordinates (Å):
C: 1.48 0.19 0.44
C: 1.25 -1.10 -0.15
O: -2.56 -0.63 0.15
O: 0.19 -1.49 -0.50
P: -2.06 0.86 -0.36
H: 1.78 0.94 -0.33
H: 0.66 0.63 1.07
H: 2.29 0.15 1.30
H: -1.88 -1.28 -0.10
H: 2.10 -1.64 -0.49
H: -2.75 1.56 0.61
H: -3.09 1.17 -1.47

natural (NBO) atomic charge list, values in e, 5 entries:
1. C -0.74
2. C 0.44
3. O -0.99
4. O -0.54
5. P 0.62


Most stable structure: <three>